1.
A cluster of 12 separate species, C40H108N4O24 in total. Source: the OMol25 dataset; level of theory: wB97M-V/def2-TZVPD.

Last column: Mulliken charge in e.
CARTESIAN COORDINATES (ANGSTROEM)
C 24.10622 3.33421 20.06221  -0.748
O 23.52349 2.12136 19.49694  -0.300
C 24.33863 0.98740 19.67478  -0.519
C 23.56285 -0.28224 19.33396  -0.725
N 23.20008 -0.22857 17.92264  -0.420
C 22.24301 -1.37413 17.61500  -0.753
C 21.65345 -1.20716 16.17331  -0.578
O 20.83088 -0.08247 16.20922  -0.272
C 20.46884 0.29392 14.83387  -0.750
H 24.50662 3.13261 21.05576  0.285
H 23.47242 4.21243 20.18520  0.264
H 24.90506 3.74164 19.44258  0.306
H 24.64633 0.95823 20.72004  0.443
H 25.18217 1.13340 19.00008  0.314
H 22.79517 -0.62002 20.03015  0.422
H 24.35275 -1.03314 19.35146  0.296
H 22.63255 0.58792 17.74560  0.305
H 21.41442 -1.36397 18.32312  0.387
H 22.68165 -2.35797 17.78164  0.452
H 20.96825 -2.03508 15.99125  0.429
H 22.49754 -1.33877 15.49633  0.334
H 19.68215 1.03749 14.96166  0.228
H 20.01030 -0.56377 14.34174  0.308
H 21.22893 0.77305 14.21678  0.294
C 13.21189 -10.53774 14.31026  -0.833
O 12.04461 -9.68659 14.42368  -0.124
C 10.90751 -10.02252 13.65485  -0.682
C 9.83165 -8.83046 13.78264  -0.907
N 9.42355 -8.58379 15.09712  -0.029
C 8.49964 -9.58548 15.53058  -0.610
C 7.82039 -9.08064 16.79068  -0.635
O 7.03227 -7.91854 16.57017  -0.350
C 6.16319 -7.57204 17.63830  -0.744
H 13.36015 -10.80282 13.26343  0.366
H 13.03852 -11.38323 14.97598  0.336
H 14.08223 -10.02369 14.71812  0.218
H 10.50657 -10.89714 14.16708  0.356
H 11.15469 -10.37587 12.65378  0.447
H 8.95573 -9.02571 13.16397  0.462
H 10.28673 -7.89657 13.45271  0.383
H 8.96936 -7.68244 15.05991  0.230
H 9.09430 -10.47093 15.75522  0.267
H 7.76622 -9.87964 14.77981  0.341
H 8.51620 -8.89450 17.60878  0.287
H 7.15132 -9.82159 17.22820  0.454
H 6.75779 -7.35798 18.52640  0.262
H 5.30792 -8.20772 17.86746  0.304
H 5.68650 -6.62936 17.36955  0.283
C 10.68372 2.47026 20.92367  -0.779
O 12.11261 2.25793 20.66907  -0.322
C 12.46559 0.91374 20.47229  -0.577
C 13.97124 0.81863 20.41788  -0.759
N 14.53330 1.58399 19.29209  -0.102
C 15.96487 1.73573 19.15563  -0.862
C 16.20394 3.02369 18.27751  -0.488
O 15.59551 4.15733 18.86323  -0.287
C 16.15715 5.32723 18.37023  -0.824
H 10.42684 3.49514 21.19149  0.265
H 10.42893 1.90495 21.82012  0.303
H 10.04713 2.01556 20.16466  0.298
H 11.81796 0.55228 19.67354  0.334
H 12.08763 0.29219 21.28403  0.465
H 14.28197 -0.22411 20.35284  0.352
H 14.35584 1.35755 21.28376  0.353
H 14.00418 2.44201 19.35468  0.288
H 16.50436 0.85090 18.81781  0.406
H 16.47172 1.93445 20.09993  0.331
H 15.75720 2.84632 17.29922  0.234
H 17.28601 3.13555 18.20886  0.510
H 17.07575 5.52052 18.92422  0.298
H 15.38437 6.08728 18.48530  0.259
H 16.30361 5.40607 17.29299  0.331
C 2.72876 -6.42727 22.11965  -0.851
O 4.12294 -6.75246 22.23315  -0.258
C 4.69147 -6.61618 23.57987  -0.685
C 6.19745 -6.74027 23.61308  -0.594
N 6.88678 -5.64147 22.89329  -0.417
C 8.26159 -6.06532 22.67817  -0.561
C 9.00714 -5.08012 21.77764  -0.843
O 8.83794 -5.35866 20.38026  -0.137
C 9.24873 -4.28835 19.57601  -0.773
H 2.57640 -5.35036 22.19147  0.333
H 1.96988 -6.81347 22.80014  0.315
H 2.42954 -6.57480 21.08196  0.281
H 4.31532 -7.39854 24.23905  0.393
H 4.37929 -5.65962 23.99895  0.371
H 6.31604 -7.73646 23.18689  0.331
H 6.52839 -6.87780 24.64248  0.405
H 6.45106 -5.58557 21.98383  0.284
H 8.28014 -6.95245 22.04511  0.348
H 8.71317 -6.18587 23.66287  0.387
H 10.05002 -5.31442 21.99124  0.384
H 8.74929 -4.04907 22.01961  0.417
H 8.79955 -3.37873 19.97467  0.336
H 8.97279 -4.46573 18.53654  0.223
H 10.33553 -4.20915 19.60246  0.307
O 12.77002 -7.33246 16.86798  -0.440
C 12.78268 -7.88469 18.18663  -0.357
C 13.39627 -9.27943 18.18354  -0.234
O 12.47528 -10.20825 17.61598  -0.516
H 12.10279 -7.83216 16.39185  0.208
H 13.30546 -7.22692 18.88099  0.323
H 11.74498 -7.83525 18.51653  0.223
H 13.52886 -9.57090 19.22544  0.321
H 14.38777 -9.35731 17.73749  0.207
H 12.27814 -9.95486 16.71126  0.182
O 17.07522 -7.82980 11.36102  -0.458
C 18.01812 -8.85266 11.13862  -0.263
C 19.28127 -8.74401 12.00469  -0.468
O 18.88574 -8.96043 13.36565  -0.495
H 16.84215 -7.63114 12.27085  0.259
H 17.58668 -9.82803 11.36356  0.217
H 18.23341 -8.98754 10.07864  0.374
H 19.69912 -7.73804 12.04373  0.267
H 20.05042 -9.47830 11.76526  0.306
H 18.56774 -8.10411 13.66090  0.264
O 12.55877 0.04542 15.61401  -0.482
C 11.75674 1.18499 15.31451  -0.214
C 11.23560 1.06318 13.91402  -0.588
O 10.45043 -0.11147 13.74941  -0.510
H 12.93778 0.24111 16.47404  0.224
H 10.91163 1.18421 16.00291  0.245
H 12.44499 2.01361 15.48120  0.345
H 12.14687 1.04098 13.31635  0.273
H 10.69684 1.96892 13.63570  0.374
H 11.06088 -0.81712 13.97526  0.310
O 17.52422 -2.69298 8.65668  -0.556
C 17.88751 -4.07746 8.72031  -0.201
C 18.32460 -4.74354 7.43544  -0.480
O 17.49515 -4.48483 6.40503  -0.502
H 18.32292 -2.16039 8.65205  0.298
H 18.71363 -4.16461 9.42603  0.304
H 16.98354 -4.57339 9.07383  0.219
H 18.42394 -5.81723 7.59490  0.286
H 19.27507 -4.29014 7.15414  0.309
H 17.70227 -3.58827 6.13140  0.322
O 19.97117 -6.86062 17.41936  -0.493
C 19.50356 -7.86186 18.28339  -0.555
C 20.12829 -7.75152 19.67548  -0.249
O 19.63727 -6.70052 20.43591  -0.488
H 19.41859 -6.11015 17.64968  0.284
H 18.41370 -7.84499 18.28700  0.302
H 19.71014 -8.83943 17.84775  0.340
H 21.21736 -7.73550 19.71752  0.299
H 19.72393 -8.65784 20.12627  0.269
H 20.05615 -6.78489 21.29557  0.297
O 11.17176 -1.93324 10.03515  -0.554
C 12.38143 -2.60650 10.49344  -0.182
C 11.97562 -4.04800 10.97913  -0.358
O 11.28760 -3.84484 12.23959  -0.533
H 10.52000 -1.73586 10.71179  0.300
H 13.06333 -2.59849 9.64312  0.303
H 12.77642 -1.98346 11.29587  0.161
H 12.80220 -4.75183 11.07659  0.283
H 11.29810 -4.48204 10.24383  0.280
H 10.33473 -3.80365 12.13037  0.293
O 17.01657 -4.03983 16.78120  -0.456
C 16.07515 -3.48434 15.82279  -0.354
C 16.13355 -4.31942 14.52785  -0.440
O 15.93473 -5.73201 14.80869  -0.412
H 16.70281 -3.96783 17.68562  0.267
H 15.04882 -3.51531 16.18854  0.341
H 16.39570 -2.45067 15.69290  0.276
H 17.15028 -4.23502 14.14413  0.278
H 15.46899 -3.98575 13.73091  0.279
H 15.12789 -5.89455 15.30285  0.213
O 15.94519 -7.56352 23.16906  -0.501
C 15.00696 -6.59605 23.29617  -0.243
C 15.53130 -5.24857 22.76884  -0.589
O 16.02606 -5.15395 21.41950  -0.453
H 15.55414 -8.38874 23.46520  0.308
H 14.01887 -6.84272 22.90769  0.281
H 14.85961 -6.42344 24.36229  0.274
H 16.30966 -4.80258 23.38800  0.322
H 14.75435 -4.49015 22.86497  0.341
H 16.81438 -5.69930 21.36689  0.257

Properties
- M: 1029.308 g mol⁻¹
- Highest occupied orbital energy: -8.5 eV
- Structure (SMILES): COCCNCCOC.COCCNCCOC.COCCNCCOC.COCCNCCOC.OCCO.OCCO.OCCO.OCCO.OCCO.OCCO.OCCO.OCCO
- LUMO level: 0.24 eV
- ΔE to the lowest compared entry with this formula, charge and spin: 516.2 kJ/mol
- Multiplicity: 1
- Kohn-Sham gap: 8.78 eV

---

2.
A cluster of 13 separate species, C40H113N7O13 in total. Source: the OMol25 dataset; level of theory: wB97M-V/def2-TZVPD.

Last column: Mulliken charge in e.
CARTESIAN COORDINATES (ANGSTROEM)
C -2.47307 6.49420 2.41263  -1.137
C -2.96695 5.59481 1.25948  0.389
O -2.34658 6.18993 0.12223  -0.534
H -2.91532 7.49066 2.36324  0.373
H -1.39948 6.66039 2.34947  0.243
H -2.77032 6.05385 3.36775  0.293
H -4.05427 5.55637 1.18560  0.471
H -2.59627 4.58333 1.42686  -0.356
H -3.03946 6.46884 -0.48161  0.291
C 3.14612 -1.56786 3.94970  -1.328
C 3.31787 -2.38120 2.67431  0.472
O 2.09082 -3.03216 2.42332  -0.676
H 2.81736 -2.21782 4.75998  0.306
H 2.52079 -0.69278 3.79401  0.124
H 4.12847 -1.21151 4.27394  0.478
H 4.16681 -3.06503 2.76276  0.439
H 3.48255 -1.70869 1.82423  -0.333
H 2.20959 -3.62293 1.65651  0.339
C -6.49492 0.55166 1.40921  -1.209
C -5.17832 1.07483 1.98655  0.819
O -5.02772 0.60143 3.31682  -0.632
H -6.55000 -0.53669 1.39205  0.143
H -6.70096 0.92024 0.40560  0.268
H -7.35985 0.79883 2.03117  0.418
H -5.19514 2.15621 1.83261  0.154
H -4.37890 0.60181 1.41115  -0.374
H -4.15696 0.87788 3.64816  0.483
C -0.98960 1.75270 5.80191  -0.731
C -2.10835 2.48960 5.09141  -0.229
O -2.51711 1.69646 3.97121  -0.384
H -0.62664 2.34156 6.64867  0.414
H -0.12011 1.73683 5.13900  -0.046
H -1.22729 0.72591 6.06972  0.101
H -1.75568 3.44535 4.69763  0.130
H -2.98397 2.57709 5.73313  0.389
H -1.70968 1.53660 3.44050  0.016
C -1.11233 -2.49424 5.04294  -1.367
C -1.22357 -1.92305 3.62773  0.429
O 0.00616 -1.26469 3.33742  0.301
H -0.26764 -3.17404 5.15419  0.314
H -2.02036 -3.01635 5.35535  0.376
H -1.00525 -1.66894 5.74712  0.187
H -2.00674 -1.16097 3.61551  -0.160
H -1.48172 -2.64114 2.84571  0.275
H 0.58283 -1.98756 3.04449  -0.079
C -5.34397 1.11922 -2.12765  -1.211
C -4.01740 0.52710 -2.62984  0.437
O -3.70062 -0.71944 -2.06296  -0.617
H -6.13634 0.37397 -2.05564  0.327
H -5.68783 1.91150 -2.79532  0.433
H -5.29693 1.59304 -1.14355  0.051
H -3.15536 1.18910 -2.51775  -0.137
H -4.18545 0.37000 -3.70150  0.307
H -2.79975 -0.66222 -1.72941  0.255
C -5.31314 -6.30313 2.04607  -1.464
C -5.05904 -5.01750 2.79464  0.483
C -4.79670 -3.80979 1.90255  -0.512
O -3.52525 -3.93634 1.31089  -0.441
C -3.17840 -2.86974 0.46000  -0.811
N -6.17435 -4.67870 3.70209  -0.738
H -5.42754 -7.14215 2.73322  0.357
H -4.59739 -6.51230 1.25194  0.311
H -6.27757 -6.30072 1.52561  0.340
H -4.14549 -5.10681 3.38789  0.233
H -4.77537 -2.89657 2.50642  0.230
H -5.59469 -3.71903 1.15376  0.288
H -3.88434 -2.72542 -0.36491  0.579
H -2.20594 -3.14658 0.05302  0.239
H -3.12320 -1.86390 0.88900  0.174
H -5.91043 -3.87454 4.25865  0.320
H -6.91300 -4.35302 3.08469  0.307
C 0.90686 4.56614 2.06089  -1.338
C 2.25496 3.83683 2.11922  0.770
C 2.63890 3.58172 3.60983  -0.533
O 2.95815 4.72494 4.38484  -0.418
C 4.16474 5.36083 4.00902  -0.691
N 2.21060 2.56327 1.38474  -0.225
H 0.13772 3.99539 2.57903  -0.057
H 0.64970 4.73373 1.01148  0.259
H 0.98609 5.59481 2.41544  0.495
H 2.94155 4.49684 1.57645  0.517
H 3.44748 2.85084 3.73056  0.602
H 1.76914 3.15725 4.11363  -0.139
H 4.29922 6.11326 4.78591  0.287
H 4.19298 5.73084 2.98511  0.248
H 4.97273 4.64458 4.20309  0.302
H 2.15114 2.77807 0.38830  -0.166
H 3.11692 2.13955 1.55745  0.096
C -2.00416 1.99267 0.49294  -1.299
C -1.17200 0.84244 1.11060  2.708
C -0.31641 0.08730 0.10424  -0.998
O -1.14127 -0.42777 -0.96318  1.228
C -0.37053 -1.23235 -1.81392  0.250
N -0.31694 1.42149 2.14669  1.428
H -2.54599 2.47346 1.30482  0.459
H -2.70561 1.62329 -0.25700  -0.473
H -1.40423 2.73998 -0.03164  0.109
H -1.84728 0.18682 1.66568  -0.867
H 0.18569 -0.75316 0.58750  0.481
H 0.35032 0.83235 -0.33693  -0.371
H -0.02626 -2.11989 -1.26341  -0.556
H 0.53651 -0.83729 -2.28073  -0.604
H -1.09607 -1.59929 -2.53773  0.380
H 0.19413 0.66184 2.58902  -0.499
H 0.41139 2.01926 1.75093  -0.901
C -1.02261 0.01821 -6.01387  -1.863
C 0.38948 -0.15803 -5.42513  2.734
C 0.76657 -1.63057 -5.31602  -0.810
O -0.20545 -2.33731 -4.59938  -0.260
C 0.17203 -3.69449 -4.45030  -0.825
N 1.25601 0.62332 -6.32458  -0.673
H -1.10662 -0.43714 -7.00124  0.387
H -1.26396 1.07686 -6.11732  0.445
H -1.77927 -0.43529 -5.37001  0.324
H 0.35556 0.27885 -4.42046  -1.417
H 1.76525 -1.63421 -4.86066  0.171
H 0.82293 -2.05892 -6.32391  0.445
H 1.19358 -3.74436 -4.05750  0.250
H 0.17012 -4.18703 -5.42638  0.368
H -0.47110 -4.22231 -3.74924  0.275
H 2.22337 0.58279 -5.98622  0.189
H 1.01768 1.60690 -6.27128  0.493
C 0.18897 2.63207 -2.80177  -1.586
C 1.66808 3.04373 -2.76917  3.657
C 2.09017 3.93868 -3.93973  -1.942
O 1.80834 3.31664 -5.17684  -0.223
C 2.63990 3.75786 -6.25772  -0.924
N 1.88602 3.71493 -1.47637  -0.393
H -0.00481 1.96021 -3.63955  -0.082
H -0.45678 3.50026 -2.94688  0.689
H -0.09828 2.10914 -1.89260  0.164
H 2.31573 2.16452 -2.77376  -2.595
H 3.17453 4.09081 -3.88576  0.721
H 1.58278 4.91027 -3.93825  0.557
H 3.68765 3.78642 -5.94337  0.370
H 2.35094 4.77222 -6.53573  0.331
H 2.57143 3.01382 -7.04724  0.293
H 1.40640 4.61092 -1.51073  0.280
H 2.87228 3.96327 -1.42990  0.260
C 3.25482 -6.53898 2.20611  -1.452
C 3.19477 -6.60507 0.69639  0.957
C 3.78804 -5.31020 0.10665  -1.147
O 2.80692 -4.26811 0.12708  -0.253
C 1.90308 -4.29786 -0.96223  0.064
N 3.92249 -7.74291 0.13166  -0.757
H 4.25881 -6.38531 2.61022  0.373
H 2.89016 -7.43326 2.71655  0.424
H 2.67797 -5.70712 2.61466  0.195
H 2.15425 -6.74438 0.38533  0.159
H 4.13373 -5.46427 -0.91907  0.407
H 4.67128 -5.03132 0.68103  0.345
H 1.17039 -5.09265 -0.80948  0.333
H 2.40969 -4.40137 -1.92449  0.271
H 1.38805 -3.33710 -0.97461  -0.388
H 3.61106 -8.56635 0.63557  0.283
H 3.61172 -7.86227 -0.82503  0.258
C 4.66293 2.06845 -4.38158  -1.158
C 4.69319 0.53931 -4.30973  -0.012
C 4.13116 0.07499 -2.96132  0.497
O 4.93019 0.52864 -1.91051  -0.482
C 4.36342 0.18828 -0.66637  -0.655
N 4.03189 0.01769 -5.51586  -0.588
H 4.94297 2.42873 -5.37339  0.610
H 5.36787 2.48487 -3.66101  0.500
H 3.68074 2.49035 -4.15836  -0.109
H 5.75991 0.32579 -4.43661  0.434
H 4.05460 -1.02103 -3.04038  0.454
H 3.07572 0.35312 -2.85168  -0.744
H 4.90594 0.66160 0.15495  0.478
H 4.53902 -0.87334 -0.47355  0.345
H 3.31493 0.45454 -0.50942  -0.004
H 4.60996 0.29258 -6.30073  0.235
H 4.10787 -0.99482 -5.45799  0.234

Properties
- M: 900.380 g mol⁻¹
- Highest occupied orbital energy: -8.8 eV
- LUMO level: 0.26 eV
- ΔE to the lowest compared entry with this formula, charge and spin: 71.2 kJ/mol
- Multiplicity: 1
- Kohn-Sham gap: 9.03 eV

---

no.,energy (a.u.)
1,-3613.107685
2,-2953.021627